Record 1
Density functional theory data (ωB97M-V/def2-TZVPD) for a cluster of 2 separate species, C5H10O in total.

Structure (XYZ):
```
16
Properties=species:S:1:pos:R:3:lowdin_charge:R:1
O 0.75 1.73 1.03 0.014
C 0.38 0.70 0.23 -0.402
C -1.00 0.70 -0.36 -0.131
C -1.30 -0.81 -0.48 -0.178
C -0.18 -1.51 0.30 -0.202
C 0.94 -0.54 0.11 -0.120
H 0.16 2.49 0.91 0.110
H 2.32 1.17 -0.30 0.089
H -1.72 1.26 0.24 0.108
H -0.97 1.18 -1.36 0.126
H -1.23 -1.14 -1.52 0.110
H -2.29 -1.03 -0.10 0.102
H -0.40 -1.56 1.38 0.113
H 0.05 -2.53 -0.02 0.104
H 2.60 0.73 0.23 0.084
H 1.89 -0.85 -0.29 0.073
```

The maximum force comes out at 0.0228 Eh/bohr. Its total energy is -271.6154 Eh. Its energy relative to the best compared isomer or geometry (same formula, charge and spin) is 86.13 kcal per mole. As for the frontier orbital gap: 8.60 eV.

=====

Record 2
Density functional theory data (ωB97M-V/def2-TZVPD) for the molecule C13H24N2O4S.

Structure (XYZ):
```
44
Properties=species:S:1:pos:R:3:lowdin_charge:R:1
C -4.32 -1.89 -0.49 -0.117
C -2.93 -2.47 -0.38 -0.258
H -2.52 -2.81 -1.32 0.095
H -2.87 -3.27 0.35 0.102
S -1.76 -1.21 0.26 0.631
O -2.39 -0.48 1.31 -0.283
O -0.53 -1.89 0.55 -0.301
N -1.42 -0.14 -0.95 -0.267
C -0.61 -0.58 -2.05 -0.156
H -1.24 -0.99 -2.86 0.134
C 0.22 0.57 -2.62 -0.196
C 1.37 1.07 -1.73 -0.468
O 2.34 1.60 -2.24 0.066
N 1.21 0.93 -0.41 0.099
H 0.41 0.42 -0.05 0.105
C 2.23 1.32 0.54 -0.108
H 1.86 2.14 1.17 0.133
C 2.66 0.14 1.43 -0.309
H 2.96 -0.69 0.78 0.156
C 1.56 -0.29 2.41 -0.133
H 1.00 -1.16 2.05 0.087
C 2.34 -0.56 3.70 -0.150
H 1.74 -0.43 4.59 0.111
C 3.45 0.47 3.58 -0.206
H 4.36 0.21 4.13 0.120
O 3.79 0.51 2.21 -0.098
H 3.10 1.46 3.91 0.121
H 2.76 -1.57 3.69 0.115
H 0.85 0.53 2.57 0.121
H 3.09 1.67 -0.04 0.127
H 0.69 0.24 -3.55 0.152
C -0.70 1.76 -2.94 -0.142
C -1.54 2.15 -1.73 -0.154
C -2.34 0.93 -1.25 -0.193
H -3.05 0.63 -2.04 0.123
H -2.89 1.15 -0.33 0.120
H -2.23 2.95 -1.99 0.117
H -0.89 2.49 -0.93 0.116
H -1.36 1.49 -3.77 0.119
H -0.09 2.61 -3.27 0.122
H 0.04 -1.38 -1.67 0.126
H -5.05 -2.68 -0.65 0.080
H -4.39 -1.19 -1.32 0.066
H -4.56 -1.37 0.43 0.076
```

The maximum force comes out at 0.0185 Eh/bohr. Its total energy is -1318.4295 Eh. Its energy relative to the best compared isomer or geometry (same formula, charge and spin) is 0.40 kcal per mole. As for the frontier orbital gap: 9.54 eV.

=====

Record 3
Density functional theory data (ωB97M-V/def2-TZVPD) for a cluster of 2 separate species, C5H14 in total.

Structure (XYZ):
```
19
Properties=species:S:1:pos:R:3:lowdin_charge:R:1
C 0.55 1.92 -1.86 -0.281
C 1.84 2.40 -1.21 -0.140
C 0.50 0.31 -1.73 -0.100
H -0.37 2.24 -1.38 0.086
H 0.48 2.08 -2.94 0.085
H 2.10 3.42 -1.52 0.064
H 1.53 -0.04 -1.72 0.053
H -0.20 0.14 -0.92 0.049
H 2.70 1.78 -1.43 0.063
H 1.75 2.43 -0.12 0.069
H 0.06 -0.12 -2.63 0.054
C -2.06 -1.83 2.18 -0.185
C -0.65 -2.37 2.20 -0.172
H -2.78 -2.63 2.26 0.055
H -2.25 -1.12 3.00 0.062
H -2.29 -1.27 1.27 0.058
H -0.34 -2.49 3.23 0.062
H -0.58 -3.24 1.55 0.062
H 0.01 -1.61 1.78 0.056
```

The maximum force comes out at 0.0553 Eh/bohr. Its total energy is -198.8675 Eh. Its energy relative to the best compared isomer or geometry (same formula, charge and spin) is 13.62 kcal per mole. As for the frontier orbital gap: 12.03 eV.

=====

Record 4
Density functional theory data (ωB97M-V/def2-TZVPD) for a structure of composition C3Li2O3Tm.

Structure (XYZ):
```
9
Properties=species:S:1:pos:R:3:lowdin_charge:R:1
O 2.28 -0.42 2.88 0.123
C 2.22 -0.70 1.73 -0.438
O 2.19 -1.56 0.91 0.110
Li 0.43 -2.16 0.14 0.919
Li 0.85 1.17 3.26 0.815
C 1.18 1.39 1.17 0.031
C 0.86 2.11 0.22 -0.304
O 0.34 2.81 -0.72 -0.143
Tm -0.06 5.30 -1.78 1.887
```

The maximum force comes out at 0.1452 Eh/bohr. The expectation value of S² is 2.01. Its net charge is +3. Its total energy is -1439.1593 Eh. The spin multiplicity is 3. As for the frontier orbital gap (spin up / spin down): 7.20 / 6.83 eV.

=====

Record 5
Density functional theory data (ωB97M-V/def2-TZVPD) for the molecule C3H2FNO.

Structure (XYZ):
```
8
Properties=species:S:1:pos:R:3:lowdin_charge:R:1
C -0.31 0.11 0.58 -0.322
C -0.41 -1.03 -0.12 0.003
C 0.85 0.44 -1.11 -0.183
H -0.80 -2.02 -0.04 0.124
H 1.48 0.82 -1.89 0.136
N 0.50 1.04 -0.03 0.167
O 0.40 -0.83 -1.26 0.016
F -0.91 0.38 1.78 0.059
```

The maximum force comes out at 0.0392 Eh/bohr. Its total energy is -345.3505 Eh. Its energy relative to the best compared isomer or geometry (same formula, charge and spin) is 1.00 kcal per mole. As for the frontier orbital gap: 10.82 eV.

=====

Record 6
Density functional theory data (ωB97M-V/def2-TZVPD) for a structure of composition C5H10O2.

Structure (XYZ):
```
17
Properties=species:S:1:pos:R:3:lowdin_charge:R:1
C -1.65 -1.58 0.52 -0.090
C -1.05 -0.37 -0.17 -0.255
C 0.51 0.15 1.69 -0.007
O 1.06 0.96 0.82 -0.054
C 0.66 0.76 -0.48 -0.476
C 1.54 1.41 -1.50 0.011
O 0.27 -0.54 -0.74 -0.067
H -1.80 -2.39 -0.21 0.080
H -2.63 -1.31 0.92 0.082
H -1.04 -1.98 1.34 0.059
H -1.72 -0.12 -1.01 0.118
H 0.58 -0.91 1.51 0.069
H 0.52 0.54 2.71 0.086
H -0.67 0.94 -0.09 0.176
H 2.43 0.80 -1.69 0.092
H 0.99 1.49 -2.45 0.088
H 1.84 2.40 -1.17 0.089
```

The maximum force comes out at 0.0064 Eh/bohr. Its total energy is -346.7860 Eh. Its energy relative to the best compared isomer or geometry (same formula, charge and spin) is 150.22 kcal per mole. As for the frontier orbital gap (spin up / spin down): 8.09 / 8.09 eV.

=====

Record 7
Density functional theory data (ωB97M-V/def2-TZVPD) for a cluster of 4 separate species, C4H11NO3 in total.

Structure (XYZ):
```
19
Properties=species:S:1:pos:R:3:lowdin_charge:R:1
C 0.39 -1.56 0.23 -0.125
C 0.39 -2.27 -0.94 -0.137
N -0.90 -2.39 -1.35 0.007
C -1.72 -1.73 -0.49 -0.134
C -0.94 -1.15 0.49 -0.119
H 1.27 -1.13 0.69 0.103
H 1.21 -2.81 -1.38 0.109
H -1.20 -3.03 -2.05 0.145
H -2.78 -1.71 -0.67 0.108
H -1.44 -0.79 1.37 0.100
H 2.40 3.05 0.20 0.049
H 1.02 2.56 0.04 0.007
O 1.49 3.36 0.32 -0.065
H -0.49 2.38 3.04 0.035
H 0.82 2.65 2.32 0.003
O 0.34 1.95 2.78 -0.075
H -0.35 0.95 -2.20 0.044
H 0.22 0.46 -0.89 0.001
O 0.27 1.21 -1.51 -0.058
```

The maximum force comes out at 0.0351 Eh/bohr. Its total energy is -439.4752 Eh. Its energy relative to the best compared isomer or geometry (same formula, charge and spin) is 31.84 kcal per mole. As for the frontier orbital gap: 9.47 eV.

=====

Record 8
Density functional theory data (ωB97M-V/def2-TZVPD) for the ion C5H11N2O2 with charge +1.

Structure (XYZ):
```
20
Properties=species:S:1:pos:R:3:lowdin_charge:R:1
C -0.87 1.38 0.26 -0.024
C -2.40 -0.40 0.38 -0.102
C -0.94 -0.93 0.11 -0.101
C 2.09 -0.67 -0.86 0.034
C 1.67 0.22 0.24 -0.586
N -2.14 1.02 0.40 0.031
N -0.10 0.28 -0.03 0.026
O 1.86 -0.28 1.46 0.106
O 2.03 1.52 0.17 0.092
H -0.52 2.48 0.42 0.198
H -3.16 -0.65 -0.40 0.140
H -2.68 -0.76 1.43 0.151
H -0.54 -1.44 0.92 0.093
H -1.03 -1.61 -0.80 0.151
H 1.40 -0.66 -1.65 0.083
H 3.12 -0.36 -1.26 0.146
H 2.06 -1.60 -0.32 0.104
H -2.81 1.67 0.75 0.150
H 1.50 0.42 2.09 0.180
H 2.66 1.63 -0.55 0.129
```

The maximum force comes out at 0.0608 Eh/bohr. Its net charge is +1. Its total energy is -456.8386 Eh. Its energy relative to the best compared isomer or geometry (same formula, charge and spin) is 23.72 kcal per mole. As for the frontier orbital gap: 10.41 eV.